{
  "formula": "C38H81BrF10NO9P",
  "method": "ωB97M-V/def2-TZVPD",
  "elements": ["C", "C", "C", "C", "C", "P", "C", "C", "C", "C", "N", "C", "C", "C", "O", "C", "C", "C", "C", "F", "F", "C", "F", "F", "F", "C", "C", "C", "C", "F", "F", "C", "F", "F", "F", "C", "C", "O", "Br", "H", "H", "H", "H", "H", "H", "H", "H", "H", "H", "H", "H", "H", "H", "H", "H", "H", "H", "H", "H", "H", "H", "H", "H", "H", "H", "H", "H", "H", "H", "H", "H", "H", "H", "H", "H", "H", "H", "H", "C", "C", "O", "H", "H", "H", "H", "H", "H", "C", "C", "O", "H", "H", "H", "H", "H", "H", "C", "C", "O", "H", "H", "H", "H", "H", "H", "C", "C", "O", "H", "H", "H", "H", "H", "H", "C", "C", "O", "H", "H", "H", "H", "H", "H", "C", "C", "O", "H", "H", "H", "H", "H", "H", "C", "C", "O", "H", "H", "H", "H", "H", "H"],
  "positions_angstrom": [[4.4186, -2.0182, 1.8755], [3.6183, -1.3194, 2.9746], [2.9501, -0.0265, 2.5060], [1.4779, -0.2132, 2.1170], [0.9157, 0.9452, 1.2713], [-0.1099, 0.5154, -0.2207], [1.2661, -0.6510, -0.9898], [2.6648, -0.0487, -1.1201], [3.3332, -0.3536, -2.4587], [4.7281, 0.2572, -2.5366], [5.7668, -0.6507, -2.0226], [6.0751, -1.7356, -2.9526], [6.9200, 0.0432, -1.6079], [6.7070, 1.0229, -0.4875], [8.0229, -0.1589, -2.0666], [-0.1387, 1.3700, -1.8823], [-1.0376, 0.6193, -2.8836], [-0.4127, 0.5693, -4.2765], [-1.2157, -0.2468, -5.2505], [-0.7527, -0.0472, -6.5254], [-2.5298, 0.1509, -5.2458], [-1.2001, -1.8097, -4.9936], [-2.4355, -2.2482, -4.6837], [-0.3926, -2.1202, -3.9515], [-0.7566, -2.4718, -6.0695], [-1.1605, -0.9891, 0.0201], [-2.6609, -0.9591, 0.2787], [-3.5442, -0.7426, -0.9447], [-5.0085, -0.8217, -0.5708], [-5.3037, -2.0869, -0.1291], [-5.3054, 0.0354, 0.4608], [-5.9723, -0.4703, -1.7158], [-7.2532, -0.6561, -1.3557], [-5.7247, -1.2436, -2.7952], [-5.7912, 0.8185, -2.0765], [-1.5344, 1.7189, 0.4234], [-1.3170, 3.1866, 0.6769], [-2.0904, 3.9210, 1.1863], [0.3944, 4.0115, 0.1074], [4.9904, -1.3085, 1.2795], [3.7546, -2.5540, 1.1941], [5.0933, -2.7626, 2.2937], [2.8378, -2.0072, 3.3043], [4.2633, -1.1113, 3.8209], [3.5166, 0.4404, 1.7038], [2.9672, 0.6819, 3.3367], [0.9221, -0.2343, 3.0496], [1.3213, -1.1879, 1.6555], [1.7194, 1.6163, 0.9924], [0.2817, 1.5278, 1.9355], [0.9339, -0.9186, -1.9965], [1.3207, -1.6025, -0.4619], [3.3065, -0.4776, -0.3575], [2.6418, 1.0389, -1.0132], [2.7293, 0.0555, -3.2712], [3.4157, -1.4330, -2.5711], [4.9762, 0.5500, -3.5620], [4.7402, 1.1639, -1.9364], [7.0151, -2.1932, -2.6733], [5.2908, -2.4871, -2.9010], [6.1389, -1.3847, -3.9845], [6.6747, 2.0355, -0.8880], [5.7861, 0.8355, 0.0579], [7.5641, 0.9542, 0.1734], [-0.4893, 2.3942, -1.8229], [0.8669, 1.4179, -2.2900], [-1.9926, 1.1322, -2.9622], [-1.2224, -0.4002, -2.5615], [0.5818, 0.1286, -4.2108], [-0.3042, 1.5701, -4.6896], [-0.9755, -1.6242, -0.8458], [-0.6862, -1.5024, 0.8544], [-2.9382, -0.3004, 1.0923], [-2.9087, -1.9601, 0.6329], [-3.3907, 0.2138, -1.4362], [-3.3647, -1.5579, -1.6447], [-1.8602, 1.3638, 1.4014], [-2.4231, 1.7110, -0.2099], [-4.6729, -5.1699, 0.1673], [-3.5438, -5.5987, -0.7492], [-2.2679, -5.4952, -0.1240], [-4.5170, -4.1504, 0.5090], [-5.6365, -5.2230, -0.3411], [-4.7201, -5.8164, 1.0484], [-3.4909, -4.9472, -1.6212], [-3.7066, -6.6208, -1.1070], [-2.2620, -6.0723, 0.6467], [-2.3639, -0.0169, 5.4802], [-2.4383, 0.1936, 3.9812], [-1.5625, -0.6785, 3.2739], [-1.3400, 0.1332, 5.8273], [-3.0155, 0.6786, 6.0125], [-2.6613, -1.0341, 5.7395], [-2.1174, 1.2062, 3.7309], [-3.4667, 0.0699, 3.6175], [-1.8423, -1.5892, 3.4563], [6.8091, 2.8580, 3.7246], [5.8032, 2.0720, 4.5431], [5.8976, 0.6658, 4.3298], [6.6785, 2.6489, 2.6637], [6.6920, 3.9303, 3.8857], [7.8310, 2.5844, 3.9986], [4.7861, 2.3380, 4.2573], [5.9204, 2.2983, 5.6084], [6.7806, 0.3807, 4.5879], [-5.1921, -2.4380, 4.0630], [-4.0463, -2.8856, 3.1766], [-2.7711, -2.7355, 3.8093], [-5.0615, -1.3978, 4.3619], [-6.1447, -2.5321, 3.5412], [-5.2398, -3.0446, 4.9708], [-3.9984, -2.2724, 2.2811], [-4.1878, -3.9232, 2.8662], [-2.7553, -3.2781, 4.6045], [0.3446, -0.7373, 8.8863], [1.4145, -0.5857, 7.8213], [1.2412, 0.5900, 7.0380], [-0.6456, -0.7503, 8.4292], [0.4819, -1.6609, 9.4501], [0.3785, 0.0968, 9.5910], [1.3699, -1.4121, 7.1129], [2.4100, -0.5917, 8.2779], [1.2920, 1.3535, 7.6226], [-0.8463, 7.3529, -3.0695], [-0.0613, 6.2823, -3.8035], [1.0206, 5.7756, -3.0313], [-0.1893, 8.1759, -2.7876], [-1.6513, 7.7452, -3.6926], [-1.2894, 6.9485, -2.1564], [0.3901, 6.6885, -4.7080], [-0.7271, 5.4641, -4.1039], [0.6505, 5.3957, -2.2259], [-3.9558, 2.2237, -8.6210], [-4.4581, 0.8181, -8.8946], [-3.4188, -0.1508, -8.8378], [-3.1742, 2.4912, -9.3323], [-4.7647, 2.9515, -8.6990], [-3.5337, 2.2916, -7.6153], [-4.8682, 0.7470, -9.9012], [-5.2563, 0.5590, -8.1898], [-3.0348, -0.1206, -7.9545]],
  "forces_ev_per_a": [[-0.29, -0.13, 0.00], [0.04, -0.09, -0.33], [-0.25, 0.03, 0.38], [0.23, 0.06, -0.10], [-0.19, -0.12, 0.46], [0.47, -0.29, -0.22], [0.03, 0.00, 0.14], [-0.10, -0.28, -0.29], [0.15, 0.25, 0.23], [-0.19, -0.23, 0.29], [0.73, 0.28, -0.51], [-0.36, -0.06, 0.08], [-0.18, -0.16, 0.03], [-0.10, 0.27, -0.03], [-0.08, -0.20, 0.14], [-0.24, 0.15, -0.27], [0.15, 0.06, -0.11], [0.08, -0.08, 0.24], [-0.17, -0.06, -0.47], [-0.24, -0.05, 0.49], [0.43, -0.09, -0.12], [-0.13, -0.15, 0.11], [0.61, 0.09, -0.18], [-0.27, 0.05, -0.53], [-0.28, 0.22, 0.56], [-0.31, 0.15, -0.23], [-0.20, -0.36, 0.16], [-0.21, -0.04, 0.21], [0.21, 0.00, 0.57], [-0.18, 0.45, -0.21], [0.04, -0.32, -0.38], [-0.31, -0.04, -0.47], [0.62, 0.22, -0.17], [-0.09, 0.34, 0.50], [-0.21, -0.62, 0.18], [0.23, 0.34, 0.11], [-0.71, -0.06, 0.17], [0.18, 0.00, -0.03], [0.35, 0.22, -0.07], [0.18, 0.03, 0.04], [-0.03, 0.05, -0.14], [0.13, -0.02, 0.00], [-0.03, -0.03, 0.26], [0.08, 0.03, 0.08], [0.15, -0.03, -0.21], [0.05, 0.16, -0.02], [-0.26, -0.21, -0.02], [0.11, -0.05, -0.17], [0.15, 0.02, -0.32], [-0.05, 0.15, -0.07], [-0.25, -0.03, -0.05], [0.05, -0.07, 0.10], [0.15, 0.26, 0.36], [0.07, 0.12, 0.21], [-0.10, -0.14, -0.11], [-0.19, -0.09, -0.25], [0.06, -0.06, -0.09], [0.00, 0.13, 0.00], [0.09, -0.03, 0.00], [-0.07, -0.04, 0.00], [0.14, 0.07, -0.09], [0.05, 0.10, 0.01], [-0.03, -0.03, 0.08], [0.06, 0.01, 0.10], [-0.02, 0.08, 0.13], [0.20, -0.02, 0.14], [-0.19, -0.08, 0.08], [-0.12, -0.10, 0.06], [0.08, 0.00, -0.08], [-0.04, 0.08, -0.11], [0.08, -0.08, -0.06], [0.10, 0.06, 0.13], [0.06, 0.16, 0.01], [0.06, -0.11, 0.05], [0.13, 0.05, -0.11], [0.03, 0.13, -0.31], [-0.06, -0.09, 0.08], [-0.08, -0.06, -0.16], [0.06, -0.09, 0.08], [0.02, -0.03, 0.04], [-0.04, 0.05, 0.04], [0.00, 0.02, -0.02], [0.00, 0.00, -0.02], [-0.02, -0.05, -0.03], [-0.01, -0.01, -0.03], [-0.01, 0.02, -0.04], [0.02, 0.01, -0.03], [0.09, 0.03, 0.11], [0.34, -0.28, -0.20], [0.47, 1.17, -0.24], [0.00, 0.03, -0.01], [-0.03, 0.01, -0.01], [-0.06, 0.04, 0.03], [-0.09, 0.07, 0.02], [-0.05, 0.07, 0.02], [0.01, 0.20, 0.05], [0.02, -0.10, -0.03], [0.01, -0.04, 0.04], [0.09, 0.09, -0.01], [-0.01, 0.01, -0.06], [-0.01, 0.00, 0.02], [0.00, 0.03, 0.02], [-0.02, 0.01, 0.01], [-0.04, 0.02, 0.00], [-0.03, 0.00, -0.02], [0.15, 0.03, 0.13], [-0.28, 0.00, 0.00], [-0.74, -1.27, 0.31], [-0.03, 0.01, -0.02], [0.03, -0.02, -0.03], [-0.04, -0.02, -0.01], [0.00, 0.01, 0.00], [0.07, 0.00, -0.03], [0.08, 0.00, 0.00], [-0.05, 0.06, -0.06], [0.01, 0.05, 0.02], [-0.05, 0.02, 0.02], [0.00, -0.01, 0.00], [0.02, -0.01, 0.00], [0.02, -0.02, 0.02], [0.02, -0.02, -0.01], [0.01, -0.04, -0.01], [0.00, -0.02, -0.03], [0.06, 0.00, 0.05], [0.01, -0.03, 0.04], [-0.09, -0.02, -0.01], [0.00, 0.01, -0.01], [-0.01, -0.01, -0.01], [-0.02, 0.00, -0.01], [-0.01, 0.00, -0.03], [-0.01, 0.01, -0.03], [0.06, 0.00, 0.04], [0.08, -0.04, -0.02], [0.02, -0.01, 0.07], [0.00, 0.04, 0.07], [-0.01, 0.01, -0.01], [-0.02, -0.01, 0.01], [-0.03, 0.01, 0.01], [-0.02, 0.00, -0.01], [-0.03, 0.00, -0.03], [0.04, -0.02, -0.05]],
  "mulliken_charge": [-1.09, -0.95, -0.22, -1.64, -1.35, 3.03, -2.01, -0.24, 0.39, -1.66, 0.42, -1.14, 0.56, -1.07, -0.61, -1.86, 0.35, -0.92, 0.97, -0.33, -0.30, 0.56, -0.25, -0.20, -0.28, -2.21, -0.91, -0.48, 0.99, -0.28, -0.34, 0.47, -0.25, -0.24, -0.25, -0.94, 0.12, -0.53, -0.21, 0.08, 0.26, 0.48, 0.36, 0.47, 0.36, 0.32, 0.73, 0.38, 0.92, 1.02, 0.72, 0.97, -0.32, 0.27, -0.36, 0.38, 0.35, 0.62, 0.46, 0.27, 0.40, 0.42, 0.16, 0.38, 0.87, 0.86, 0.64, -0.54, -0.27, 0.62, 1.11, 0.22, 0.42, 0.71, -0.18, 0.28, -0.58, 0.40, -0.58, -0.34, -0.48, -0.13, 0.38, 0.39, 0.21, 0.33, 0.29, -1.40, -0.25, 0.06, 0.28, 0.45, 0.21, 0.50, 0.12, 0.16, -0.89, -0.18, -0.41, 0.10, 0.34, 0.33, 0.22, 0.30, 0.25, -1.33, 0.57, -0.57, 0.30, 0.39, 0.36, -0.29, 0.31, 0.29, -0.94, -0.27, -0.46, 0.19, 0.33, 0.33, 0.24, 0.34, 0.25, -0.98, -0.14, -0.49, 0.26, 0.34, 0.28, 0.32, 0.14, 0.22, -0.91, -0.25, -0.53, 0.26, 0.33, 0.24, 0.29, 0.26, 0.30],
  "energy_ev": -167142.41945,
  "orbital_gap_ev": 8.3960,
  "lumo_energy_ha": 0.0077
}